Record 1
Computed, not measured: a molecular structure, C12H18AsN4O8RuS, with ωB97M-V/def2-TZVPD.

The geometry in XYZ format:
```
45
Properties=species:S:1:pos:R:3:forces:R:3
Ru 0.001 0.039 -0.247 -2.1 2.3 0.3
As 0.072 -0.839 2.783 0.6 -0.5 0.0
S -2.446 -1.132 0.270 0.3 -0.1 0.8
O -1.156 -1.820 -0.065 0.3 -0.1 -0.3
O 0.960 -1.993 1.752 -0.1 -0.2 -0.2
O 0.131 0.504 1.772 0.7 -0.4 0.0
O -2.082 0.311 0.213 0.0 0.0 0.0
O 0.792 -0.911 4.236 -0.2 0.5 0.0
O -1.557 3.032 -0.202 1.4 -0.8 -0.1
O -3.572 -1.527 -0.508 -0.1 0.0 -0.2
O 0.333 2.030 -0.482 0.0 -2.0 -1.0
N 1.931 -0.354 -0.917 0.3 0.2 0.9
N 4.153 -0.451 0.116 0.1 0.1 0.0
N -0.836 0.006 -2.147 0.2 -0.6 -0.8
N -0.447 2.825 0.219 -1.2 1.6 0.9
C -1.770 -1.428 2.951 -0.2 0.1 0.0
C 5.390 -0.893 -0.529 0.0 0.0 0.0
C 5.606 -2.262 1.596 0.0 0.0 0.0
C -4.400 -2.082 3.630 -0.1 0.0 -0.1
C -2.119 -1.688 4.269 -0.1 -0.1 0.0
C -4.069 -1.827 2.303 -0.1 -0.1 0.0
C -3.430 -2.016 4.607 0.2 0.0 0.0
C -2.770 -1.497 1.970 0.2 0.0 0.0
C 4.153 -0.216 1.585 0.0 0.0 0.0
C 5.826 -2.229 0.068 0.0 0.0 0.0
C 3.006 -0.398 -0.486 -0.4 -0.2 -0.2
C 5.397 -0.865 2.176 0.0 0.0 0.0
H -4.816 -1.889 1.524 0.0 0.0 0.0
H 6.452 -2.744 2.086 0.0 0.0 0.0
H -5.421 -2.326 3.889 0.0 0.0 0.0
H 4.119 0.857 1.783 0.0 0.0 0.0
H 6.277 -0.243 1.994 0.0 0.0 0.0
H -1.342 -1.625 5.021 0.0 0.0 0.0
H -1.766 0.393 -1.982 0.1 0.2 -0.1
H 5.219 -0.959 -1.602 0.0 0.0 0.0
H -3.682 -2.219 5.639 0.0 0.0 0.0
H 0.444 -2.786 1.562 0.0 0.0 0.0
H 5.256 -3.032 -0.402 0.0 0.0 0.0
H -0.974 -0.961 -2.439 0.0 0.1 -0.1
H 6.876 -2.394 -0.184 0.0 0.0 0.0
H 4.724 -2.863 1.827 0.0 0.0 0.0
H -0.392 0.510 -2.908 0.1 0.1 0.1
H 6.144 -0.120 -0.367 0.0 0.0 0.0
H 5.263 -0.914 3.257 0.0 0.0 0.0
H 3.252 -0.668 1.999 0.0 0.0 0.0
```
Forces are in eV/Å.

Properties
* LUMO level (alpha / beta): -0.016 / -0.040 hartree
* multiplicity: 2
* frontier orbital gap (alpha / beta): 8.258 / 7.529 eV

Löwdin population analysis, charges in e, atoms 1 to 8: 1.302 0.884 0.532 -0.422 -0.294 -0.552 -0.411 -0.449


Record 2
Computed, not measured: a molecular structure, C12H18B2F8K3O9, with ωB97M-V/def2-TZVPD.

The geometry in XYZ format:
```
52
Properties=species:S:1:pos:R:3:forces:R:3
K 19.778 -8.845 11.025 0.5 -0.1 0.0
K 26.930 -8.188 14.693 -0.4 -0.2 -0.4
K 20.024 -4.870 16.314 0.1 -0.2 0.0
F 23.924 -8.463 9.237 -0.8 -0.9 0.3
F 24.924 -6.569 8.714 0.1 1.3 -0.9
F 21.242 -10.181 15.092 -1.7 0.1 -1.0
F 25.053 -7.248 10.838 -0.9 0.7 2.4
F 23.390 -10.254 14.426 0.8 -0.1 -0.5
F 22.781 -10.375 16.610 1.1 -1.0 2.3
F 26.222 -8.311 9.386 1.2 -1.2 -0.9
F 22.634 -8.438 15.540 0.0 1.9 -0.1
O 26.568 -15.730 17.419 1.3 1.9 1.1
O 27.297 -17.717 16.684 -2.7 1.9 0.8
O 14.436 -15.847 15.941 0.2 1.6 -1.0
O 14.837 -7.191 16.872 0.6 1.2 -0.9
O 16.087 -8.265 15.360 -1.3 0.2 1.0
O 14.318 -14.403 14.208 -1.5 0.8 -0.8
O 25.171 -16.991 16.366 -1.8 0.3 -0.6
O 14.516 -9.356 16.557 -0.7 1.0 -0.2
O 16.277 -15.099 14.926 -1.0 -1.1 0.8
C 24.519 -15.690 16.428 -0.7 -0.2 0.5
C 17.646 -14.839 12.983 0.4 0.1 0.9
C 13.914 -7.501 17.843 -1.6 -1.6 1.4
C 13.505 -8.973 17.576 2.0 -2.0 -0.2
C 15.220 -13.996 13.214 1.3 0.9 -0.4
C 16.580 -14.235 13.885 0.5 0.2 -0.9
C 26.385 -16.895 16.849 3.6 -2.6 -1.4
C 25.451 -14.860 17.306 -0.4 -0.9 0.2
C 14.934 -15.121 15.111 0.5 -3.3 2.2
C 15.189 -8.265 16.188 2.1 -1.3 -1.8
C 13.725 -10.037 18.661 -1.3 0.8 1.2
C 23.114 -15.764 17.039 0.3 0.8 -0.6
B 22.523 -9.814 15.427 -0.1 -0.5 -0.9
B 25.027 -7.663 9.529 0.2 0.2 -0.5
H 15.088 -12.952 12.934 -0.3 0.0 0.3
H 17.389 -15.596 12.243 -0.7 0.5 -0.2
H 16.982 -13.391 14.446 0.1 0.7 -0.8
H 13.058 -9.755 19.476 -0.2 0.1 0.3
H 14.420 -7.441 18.806 -0.5 0.4 0.2
H 12.512 -9.086 17.140 0.1 0.1 -0.1
H 22.694 -14.775 16.858 -0.2 0.2 0.0
H 24.539 -15.202 15.453 -0.3 -0.7 -0.4
H 25.691 -13.907 16.834 0.3 -0.1 0.2
H 15.153 -14.564 12.286 -0.4 -0.4 0.2
H 18.183 -13.979 12.582 0.4 -0.5 -0.4
H 12.991 -6.931 17.734 0.4 0.6 0.4
H 14.702 -10.102 19.142 0.2 0.3 -0.6
H 23.164 -15.849 18.125 0.0 -0.5 -0.1
H 25.031 -14.725 18.303 0.1 0.3 0.0
H 13.375 -11.045 18.440 0.2 0.2 -0.7
H 18.271 -15.427 13.655 0.6 0.4 0.0
H 22.409 -16.456 16.579 0.4 -0.3 0.1
```
Forces are in eV/Å.

Properties
* LUMO level: -0.164 hartree
* net charge: +1
* multiplicity: 1
* frontier orbital gap: 7.012 eV

Löwdin population analysis, charges in e, atoms 1 to 8: 0.973 0.969 0.983 0.084 0.125 0.112 0.091 0.096


Record 3
Computed, not measured: a molecular structure, C12H18CoN4OS, with ωB97M-V/def2-TZVPD.

The geometry in XYZ format:
```
37
Properties=species:S:1:pos:R:3:forces:R:3
Co 0.137 -0.756 -0.407 -0.1 0.1 0.1
S 0.743 1.513 -0.303 0.1 0.1 0.0
O 0.685 -1.370 -2.133 0.1 -0.1 0.0
N -0.885 -1.982 0.814 0.0 -0.1 0.0
N 2.392 0.141 1.278 0.0 0.1 0.0
N 3.179 2.189 0.523 0.0 0.0 0.0
N 1.354 -0.760 1.219 0.1 -0.1 0.0
C 2.258 1.266 0.571 0.0 0.0 0.0
C -0.649 -3.307 2.792 0.0 0.0 0.0
C 0.551 -2.523 -4.248 0.0 0.0 0.0
C -0.218 -2.212 -2.971 0.0 0.0 0.0
C -2.072 -2.545 0.587 0.0 0.0 0.0
C -1.892 -3.902 2.541 0.0 0.0 0.0
C 1.869 -1.816 3.400 0.0 0.0 0.0
C 1.925 -1.824 -4.147 0.0 0.0 0.0
C -0.178 -2.355 1.919 0.0 0.0 0.0
C 1.965 -1.079 -2.820 -0.1 0.1 0.0
C 1.085 -1.606 2.159 -0.1 0.0 0.0
C -2.612 -3.510 1.433 0.0 0.0 0.0
H 2.731 -2.552 -4.193 0.0 0.0 0.0
H 3.187 -0.024 1.890 0.0 0.0 0.0
H 0.672 -3.597 -4.359 0.0 0.0 0.0
H -1.118 -1.623 -3.144 0.0 0.0 0.0
H 2.790 -1.243 3.453 0.0 0.0 0.0
H -2.280 -4.652 3.218 0.0 0.0 0.0
H 3.022 3.058 0.023 0.0 0.0 0.0
H 2.009 0.005 -2.936 0.0 0.0 0.0
H 2.059 -1.126 -4.969 0.0 0.0 0.0
H 2.756 -1.425 -2.156 0.0 0.0 0.0
H -0.081 -3.592 3.667 0.0 0.0 0.0
H -0.442 -3.099 -2.379 0.0 0.0 0.0
H 2.131 -2.874 3.486 0.0 0.0 0.0
H -3.582 -3.934 1.210 0.0 0.0 0.0
H 4.077 2.100 0.990 0.0 0.0 0.0
H 1.255 -1.561 4.268 0.0 0.0 0.0
H -2.615 -2.217 -0.292 0.0 0.0 0.0
H -0.001 -2.159 -5.111 0.0 0.0 0.0
```
Forces are in eV/Å.

Properties
* LUMO level (alpha / beta): -0.407 / -0.535 hartree
* net charge: +3
* multiplicity: 5
* frontier orbital gap (alpha / beta): 8.920 / 5.369 eV

Löwdin population analysis, charges in e, atoms 1 to 8: 0.789 1.028 -0.321 0.005 0.073 0.218 -0.036 -0.623


Record 4
Computed, not measured: a molecular structure, C12H18I2IrN3S2, with ωB97M-V/def2-TZVPD.

The geometry in XYZ format:
```
38
Properties=species:S:1:pos:R:3:forces:R:3
Ir 0.138 -0.020 0.105 0.2 -0.4 0.2
I -0.695 -1.829 1.933 0.0 0.1 -0.1
I 2.462 -0.579 1.570 -0.1 0.2 -0.1
S -1.337 -2.615 -3.016 0.1 0.0 0.0
S -1.849 -0.162 -1.102 -0.2 0.1 0.0
N 0.244 -1.551 -1.287 0.0 -0.1 -0.3
N -0.410 1.529 1.456 0.0 0.1 0.0
N 0.905 1.123 -1.464 0.1 0.1 0.1
C -0.760 2.898 0.958 0.0 0.0 0.0
C -0.960 -1.471 -1.814 0.0 0.0 0.0
C 1.003 -2.584 -1.860 -0.2 0.1 0.1
C 2.129 -4.701 -3.233 0.0 0.0 0.0
C 2.865 -4.008 -2.268 0.0 0.0 0.0
C 1.542 3.163 -0.143 -0.1 -0.1 0.0
C 2.315 -2.948 -1.573 0.0 0.0 0.0
C 0.827 -4.345 -3.525 0.0 0.0 0.0
C 1.325 -2.092 2.540 0.0 -0.1 0.1
C 0.463 3.776 0.754 0.0 -0.1 0.0
C 0.273 -3.276 -2.830 0.0 0.0 0.0
C 0.983 2.619 -1.455 -0.1 0.0 0.0
H -0.027 2.979 -1.641 0.0 0.1 0.0
H 0.900 4.034 1.721 0.0 0.0 0.0
H 0.284 1.628 2.196 0.0 0.0 0.0
H 1.407 -1.963 3.613 0.0 0.0 0.0
H 2.586 -5.526 -3.761 0.0 0.0 0.0
H 1.841 0.755 -1.629 0.0 0.0 -0.1
H -1.424 3.370 1.682 0.0 0.0 0.0
H 0.258 -4.878 -4.275 0.0 0.0 0.0
H 2.319 3.901 -0.337 0.0 0.1 0.0
H -1.239 1.171 1.925 0.0 0.0 0.1
H 0.109 4.715 0.325 0.0 0.0 0.0
H -1.332 2.762 0.041 0.0 0.0 0.0
H 1.674 -3.066 2.215 0.0 0.0 0.0
H 1.588 2.919 -2.310 0.0 0.0 0.0
H 0.358 0.849 -2.282 0.0 0.0 0.0
H 3.884 -4.306 -2.065 0.0 0.0 0.0
H 2.895 -2.410 -0.835 0.0 0.0 0.0
H 2.040 2.349 0.394 0.1 0.0 0.0
```
Forces are in eV/Å.

Properties
* LUMO level: -0.270 hartree
* net charge: +2
* multiplicity: 1
* frontier orbital gap: 7.128 eV

Löwdin population analysis, charges in e, atoms 1 to 8: 0.565 1.101 1.034 1.153 0.636 -0.237 -0.155 -0.114


Record 5
Computed, not measured: a molecular structure, C12H18KO9, with ωB97M-V/def2-TZVPD.

The geometry in XYZ format:
```
40
Properties=species:S:1:pos:R:3:forces:R:3
K 3.232 -1.969 -2.079 0.1 0.2 0.2
O 1.954 2.856 -0.874 2.4 1.3 -2.7
O 0.672 -1.178 -3.070 0.3 -0.5 -0.9
O 1.123 -3.980 -1.370 -0.6 -0.2 -1.3
O -0.055 -4.006 0.558 -1.5 -2.0 0.0
O 2.514 0.646 -0.957 -0.4 1.1 0.4
O 1.404 -2.469 0.219 0.8 0.7 -1.7
O 1.077 1.559 0.475 -1.5 -3.2 2.0
O -1.201 0.005 -3.682 2.0 -0.9 -1.2
O -1.020 -0.946 -1.702 1.2 0.1 -0.9
C 0.125 -3.361 1.791 -1.5 0.9 2.4
C 1.275 3.740 -0.013 -1.3 0.1 0.8
C -0.484 -0.763 -2.898 -1.7 1.8 1.9
C 0.321 2.728 0.625 0.2 1.7 2.2
C 1.279 -2.467 1.628 1.2 1.8 0.4
C 0.768 -3.555 -0.315 1.9 1.4 1.2
C 0.175 2.823 2.174 0.4 0.0 -0.8
C 1.937 1.611 -0.472 0.5 -0.6 -1.7
C -2.371 -0.448 -1.818 -2.6 -0.4 1.2
C 1.204 -0.975 2.139 0.8 -1.4 -0.6
C -2.291 0.589 -2.953 -0.4 -0.6 2.0
C -2.870 -0.003 -0.413 1.1 0.3 -0.3
H -2.016 1.560 -2.541 0.3 0.1 -0.4
H -3.766 0.617 -0.423 0.0 -0.1 -0.4
H 1.182 2.952 2.570 0.1 0.1 -0.1
H 1.937 4.225 0.704 0.3 -0.3 -0.1
H 1.517 -0.973 3.183 -0.8 0.1 0.2
H -2.061 0.581 0.027 0.0 0.4 0.0
H 2.152 -2.958 2.056 0.4 0.2 -0.1
H 0.275 -4.003 2.659 -0.2 -0.7 -0.6
H 0.262 -0.498 1.870 0.0 -0.2 0.5
H 1.992 -0.400 1.653 0.0 -0.2 -0.2
H -3.181 0.682 -3.575 0.3 -0.3 -0.1
H -0.412 3.642 2.589 -0.3 -0.3 -0.3
H -0.734 -2.738 2.039 -0.5 -0.3 -0.3
H -2.906 -1.341 -2.141 -0.4 0.2 -0.2
H 0.725 4.521 -0.538 0.3 -0.2 -0.4
H -3.022 -0.800 0.314 -0.1 -0.4 -0.5
H -0.597 2.666 0.041 -0.2 -0.2 0.2
H -0.114 1.830 2.521 -0.5 0.3 0.2
```
Forces are in eV/Å.

Properties
* LUMO level (alpha / beta): -0.218 / -0.481 hartree
* net charge: +2
* multiplicity: 2
* frontier orbital gap (alpha / beta): 11.094 / 3.713 eV

Löwdin population analysis, charges in e, atoms 1 to 8: 0.965 0.113 0.306 0.198 0.180 0.064 0.033 0.053


Record 6
Computed, not measured: a gas-phase ion, C12H18N2 (charge +2), with ωB97M-V/def2-TZVPD.

The geometry in XYZ format:
```
32
Properties=species:S:1:pos:R:3:forces:R:3
N -0.940 1.425 -0.245 -1.3 2.1 1.2
N -0.733 -1.260 0.281 0.3 -2.4 -3.0
C 4.200 -0.856 0.249 1.7 2.0 -3.1
C 0.295 0.932 -0.138 1.8 -1.7 0.2
C 2.868 -0.216 0.101 -0.2 -0.8 -0.9
C -0.823 -2.504 -0.688 -2.0 -0.1 1.2
C -3.167 -1.161 1.084 -2.1 -1.2 -1.7
C 2.710 1.137 -0.081 0.4 1.0 1.2
C 1.703 -1.041 0.082 1.2 -1.2 1.9
C 1.463 1.723 -0.134 -0.3 1.5 -0.9
C -1.353 2.538 0.627 0.1 0.4 -0.8
C -1.806 -0.995 0.808 0.8 3.1 1.6
C -1.827 1.176 -1.320 -1.6 -2.1 -0.1
C 0.469 -0.506 0.023 -0.7 2.3 0.1
H -3.787 -0.413 0.464 1.0 -1.0 0.7
H -0.903 -2.157 -1.725 -0.1 0.1 0.4
H -2.750 0.632 -0.904 1.0 1.1 -1.0
H -3.444 -0.930 2.128 0.2 -0.7 -0.3
H 3.569 1.803 0.069 -0.2 -0.3 -0.6
H 5.040 -0.119 0.380 -1.0 -0.4 0.2
H 4.226 -1.520 1.030 0.1 -1.9 1.7
H 4.529 -1.341 -0.741 -0.8 0.2 1.4
H -1.793 -3.069 -0.326 2.5 0.7 -1.0
H 1.439 2.833 -0.391 -0.3 -1.6 0.7
H -2.169 3.137 0.205 0.5 -0.2 -0.3
H -2.100 2.120 -1.771 -0.3 0.2 -0.1
H -1.340 0.550 -2.057 -0.1 -0.1 -0.2
H -1.709 2.190 1.569 -0.1 -0.7 0.8
H -3.395 -2.223 0.627 -0.5 1.6 1.4
H 0.131 -2.946 -0.533 0.3 -1.2 0.0
H 1.872 -2.057 0.523 -0.4 0.7 -0.9
H -0.475 3.123 0.804 0.4 0.7 0.3
```
Forces are in eV/Å.

Properties
* LUMO level (alpha / beta): -0.375 / -0.312 hartree
* net charge: +2
* multiplicity: 1
* frontier orbital gap (alpha / beta): 6.377 / 8.077 eV

Löwdin population analysis, charges in e, atoms 1 to 8: -0.112 0.001 -0.006 -0.161 -0.200 0.119 0.011 0.010


Record 7
Computed, not measured: C12H18N2O3 in the gas phase, with ωB97M-V/def2-TZVPD.

The geometry in XYZ format:
```
35
Properties=species:S:1:pos:R:3:forces:R:3
O 3.577 -2.300 -3.361 0.0 0.0 0.5
O 2.176 1.438 3.755 -0.1 -0.7 0.6
O 2.738 -0.209 5.123 0.1 0.4 -1.9
N 0.414 0.014 1.587 -2.4 -1.1 -1.1
N 2.515 0.218 3.942 -0.3 0.5 1.0
C -0.128 0.668 0.333 -0.5 -0.1 -0.1
C 3.653 -3.726 -3.517 0.0 0.6 0.1
C 2.969 0.218 -0.778 -0.5 -0.3 -0.7
C 3.262 -0.369 -2.010 0.3 -0.8 0.2
C 3.382 -1.782 -2.108 -0.3 0.1 0.4
C 3.279 -2.567 -0.941 0.3 0.5 -0.2
C -0.465 0.674 2.677 -0.1 0.0 0.1
C 2.993 -1.941 0.286 -0.5 -0.3 -0.9
C 1.989 0.008 1.589 2.5 0.8 1.2
C 2.678 -0.583 0.338 -0.8 0.2 0.6
C -0.122 -1.396 1.546 -0.8 -0.2 -0.1
C 2.575 -0.577 2.839 -0.5 0.1 0.0
H 0.221 0.171 -0.578 0.1 0.0 0.4
H 3.393 0.213 -2.924 0.1 -0.1 0.3
H -0.371 0.168 3.648 0.3 0.1 -0.5
H 3.402 -3.654 -0.988 0.1 0.5 0.1
H -1.529 0.541 2.294 1.4 0.2 0.7
H 2.129 1.096 1.621 0.3 -0.2 -0.1
H -0.245 1.744 2.799 0.2 -0.5 -0.2
H 3.182 -1.482 2.921 -0.6 0.4 0.0
H -1.230 -1.284 1.469 0.8 -0.4 0.0
H 4.511 -4.148 -2.979 -0.2 0.1 -0.1
H 2.949 -2.557 1.181 -0.2 0.1 -0.2
H 2.906 1.312 -0.733 -0.2 -0.5 0.1
H 0.237 -1.955 0.670 0.1 0.4 0.3
H -1.234 0.566 0.406 0.9 0.2 -0.4
H 0.115 -1.948 2.465 0.2 0.4 -0.3
H 3.785 -3.856 -4.589 0.0 -0.2 0.1
H 2.725 -4.207 -3.183 0.2 0.1 -0.1
H 0.126 1.734 0.297 0.1 -0.3 0.2
```
Forces are in eV/Å.

Properties
* LUMO level: 0.009 hartree
* structure (SMILES): COc1ccc([C@H](C=[N+]([O-])[O-])[N+](C)(C)C)cc1
* multiplicity: 1
* frontier orbital gap: 7.327 eV

Löwdin population analysis, charges in e, atoms 1 to 8: -0.098 -0.107 -0.068 -0.267 -0.444 -0.022 -0.070 -0.037


The DFT total energy results, record by record, are as follows: -4017.76229; -3793.92335; -2542.19418; -2127.94421; -1744.52854; -576.75809; -803.07606 Ha.
The energy above the lowest of the compared OMol25 structures with the same formula, charge and spin results, record by record, are as follows: 190.8; 433.7; 6.9; 0.0; 0.0; 441.1; 710.3 kJ/mol.